59
Properties=species:S:1:pos:R:3 method="wB97M-V/def2-TZVPD" gap_ev=8.6469 smiles="CCOC(=O)C1(Cc2ccc(OC)cc2)CCN(C(=O)c2cc3ccccc3[nH]2)CC1" e_above_lowest_ev=0.1782 largest_force_ev_per_a=0.66
C -1.04434 -4.05301 -2.17013
C -1.36723 -3.50576 -0.78811
H -1.50460 -4.30899 -0.06203
H -2.26678 -2.88372 -0.82261
O -0.28872 -2.72342 -0.27122
C -0.22701 -1.45255 -0.65412
O -0.98282 -0.94441 -1.44333
C 0.96471 -0.71971 -0.03219
C 1.29711 -1.28711 1.35039
H 1.66024 -2.30993 1.26276
C 0.04402 -1.26276 2.24096
N -0.91362 -0.30673 1.72379
C -2.19876 -0.69000 1.54467
O -2.60359 -1.77230 1.95942
C -3.15196 0.21898 0.88418
C -3.07946 1.13516 -0.13638
C -4.40092 1.58593 -0.38828
C -4.95385 2.50427 -1.28406
C -6.31248 2.71210 -1.25560
C -7.13700 2.02665 -0.35528
C -6.62265 1.11492 0.53901
C -5.24928 0.89606 0.51544
N -4.46666 0.07645 1.26174
H -4.76171 -0.59780 1.94938
H -7.25876 0.58454 1.23213
H -8.19971 2.21957 -0.36721
H -6.76201 3.41751 -1.93921
H -4.32180 3.03495 -1.98043
H -2.21308 1.41318 -0.69970
C -0.30675 0.94484 1.35033
H 0.30543 1.26839 2.20075
C 0.58837 0.76063 0.11024
H 0.06225 1.06634 -0.79491
H 1.48832 1.36655 0.21158
H -1.07774 1.69499 1.18199
H 0.30935 -0.99283 3.27028
H -0.45166 -2.23489 2.25641
H 2.09057 -0.67786 1.78654
C 2.12375 -0.92022 -1.04021
C 3.39347 -0.22701 -0.63760
C 4.31529 -0.84693 0.20134
C 5.47002 -0.20226 0.58757
C 5.74346 1.09129 0.14022
C 4.83763 1.71359 -0.71021
C 3.68083 1.05264 -1.08939
H 2.99525 1.54728 -1.76262
H 5.01990 2.70720 -1.08840
O 6.90882 1.64020 0.58280
C 7.24783 2.93561 0.15261
H 7.35849 2.98234 -0.93566
H 8.20482 3.16068 0.62068
H 6.50614 3.67402 0.47467
H 6.18640 -0.68137 1.23595
H 4.13061 -1.85251 0.54874
H 2.30612 -1.99315 -1.13420
H 1.79198 -0.54215 -2.01000
H -0.12605 -4.63533 -2.14132
H -0.92285 -3.23330 -2.87401
H -1.85729 -4.68887 -2.50818